[1]
Formula: H4N2
Source: the Open Molecules 2025 dataset
Level of theory: ωB97M-V with the def2-TZVPD basis set

Last column: natural (NBO) charge in e.
CARTESIAN COORDINATES (ANGSTROEM)
N -0.70679 -0.46682 0.09390  -0.679
N 0.77346 0.25518 -0.25544  -0.690
H -1.00753 0.20830 0.78524  0.334
H -1.10826 -0.40140 -0.76579  0.344
H 0.56146 1.10313 0.28562  0.335
H 1.41438 -0.42051 0.26783  0.357

SMILES: NN
E_LUMO: 0.044 Eh
HOMO-LUMO gap: 11.1 eV

[2]
Formula: C2H3FNP
Source: the Open Molecules 2025 dataset
Level of theory: ωB97M-V with the def2-TZVPD basis set

Last column: natural (NBO) charge in e.
CARTESIAN COORDINATES (ANGSTROEM)
C 0.60683 0.14181 0.00006  0.437
C -0.58976 0.14455 0.51451  -0.640
N 1.67624 0.01858 -0.57093  -0.663
F 4.23043 -0.10611 0.91287  -0.592
P 4.60274 0.13710 -0.63240  0.586
H -1.16469 0.91490 0.91832  0.243
H -0.92248 -0.76712 0.92071  0.240
H 1.56211 -0.01711 -1.68138  0.390

E_LUMO (spin up / spin down): -0.024 / -0.024 Eh
HOMO-LUMO gap (spin up / spin down): 7.3 / 7.3 eV

[3]
Formula: C22H37FN2O6
Source: the Open Molecules 2025 dataset
Level of theory: ωB97M-V with the def2-TZVPD basis set

Last column: natural (NBO) charge in e.
CARTESIAN COORDINATES (ANGSTROEM)
C 0.44745 -0.79097 3.30943  -0.325
C 0.94111 0.44567 3.12133  -0.207
C 0.48471 1.19662 1.95165  -0.059
C 1.31833 1.74240 1.05322  -0.118
C 2.80301 1.67496 1.09677  -0.108
O 3.30926 0.97525 -0.06601  -0.521
C 2.89507 -0.31009 -0.15024  0.805
C 2.78160 -0.82813 -1.55678  -0.721
O 2.66513 -1.01214 0.81166  -0.596
C 0.71531 2.45236 -0.12515  0.527
O 1.15749 3.49842 -0.55552  -0.517
C -0.49414 1.78135 -0.68439  -0.263
C -1.33044 1.22830 0.19583  -0.026
C -2.56652 0.47142 -0.17701  -0.440
C -2.21636 -1.03440 -0.09758  -0.421
C -1.48087 -1.55838 -1.33591  0.050
F -1.41880 -0.62872 -2.36200  -0.373
C -0.98485 1.36821 1.64912  0.531
O -1.81310 1.63342 2.49046  -0.494
H -0.60762 -1.02121 3.21733  0.204
H 1.12124 -1.59709 3.56982  0.214
H 1.67347 0.86178 3.79811  0.221
H 3.17376 1.15949 1.97604  0.214
H 3.27562 2.65142 1.08377  0.224
H 2.37653 -0.09110 -2.24034  0.235
H 2.13897 -1.70003 -1.56801  0.234
H 3.77127 -1.16136 -1.86471  0.253
H -0.66942 1.73396 -1.74791  0.244
H -3.33979 0.66100 0.56361  0.236
H -2.90918 0.76145 -1.16272  0.232
H -1.52129 -1.12545 0.73529  0.209
H -3.08596 -1.63852 0.13752  0.222
H -1.88300 -2.49742 -1.70602  0.169
H -0.44592 -1.77240 -1.06994  0.160
C -6.09364 -4.88662 3.35628  -0.614
C -5.77173 -3.43898 2.99822  -0.082
C -4.85601 -3.29224 1.77358  -0.075
O -3.49105 -3.58550 2.01964  -0.554
C -3.17097 -4.96575 2.01632  -0.249
N -5.21940 -2.77170 4.18102  -0.820
H -5.26745 -5.37887 3.86787  0.203
H -6.95092 -4.92344 4.02784  0.222
H -6.34210 -5.46848 2.46612  0.202
H -6.71709 -2.94905 2.74734  0.190
H -4.87723 -2.24352 1.46315  0.179
H -5.22881 -3.87889 0.92329  0.165
H -3.76813 -5.51835 1.28580  0.170
H -3.30010 -5.40119 3.00916  0.169
H -2.11814 -5.05957 1.74956  0.190
H -5.10851 -1.78095 3.98275  0.353
H -4.26611 -3.10353 4.30274  0.354
C 2.91508 2.65851 -3.52019  -0.616
C 4.27267 2.64360 -2.82378  -0.099
C 4.79913 4.04193 -2.47341  -0.074
O 5.31625 4.77784 -3.56696  -0.550
C 4.34517 5.42144 -4.37009  -0.248
N 5.22299 1.88768 -3.64991  -0.829
H 2.99237 2.93524 -4.57164  0.201
H 2.46437 1.66645 -3.48674  0.204
H 2.22882 3.35251 -3.03051  0.219
H 4.14875 2.10732 -1.87980  0.212
H 5.64030 3.92043 -1.78518  0.180
H 4.03770 4.62908 -1.94315  0.171
H 3.49848 5.77545 -3.77521  0.171
H 3.99056 4.76059 -5.16459  0.164
H 4.82301 6.28020 -4.84166  0.188
H 6.09447 1.78372 -3.13747  0.349
H 5.47520 2.47460 -4.44105  0.354

SMILES: C=CC1=C(COC(C)=O)C(=O)C=C(CCCF)C1=O.COC[C@@H](C)N.COC[C@@H](C)N
E_LUMO: -0.028 Eh
HOMO-LUMO gap: 8.3 eV

[4]
Formula: C34H39ClIO2Pd
Source: the Open Molecules 2025 dataset
Level of theory: ωB97M-V with the def2-TZVPD basis set

Last column: Mulliken charge in e.
CARTESIAN COORDINATES (ANGSTROEM)
Pd -0.18260 0.23204 -0.01240  -0.389
C 0.10595 -0.87090 1.86930  -0.056
C -1.14183 -0.21687 1.96494  -0.555
C -0.82276 1.25479 2.00677  1.500
C 0.56425 1.37404 1.82482  -0.950
C 1.17096 0.08390 1.76097  0.667
C 2.64345 -0.20816 1.78048  1.538
C 2.97871 -1.46534 0.97541  -1.568
C 2.96839 -0.44840 3.27132  -1.746
C 3.46073 0.98034 1.27004  -1.646
C -1.61149 2.49940 2.39971  1.480
C -1.04282 3.74020 1.69358  -1.731
C -3.12208 2.48653 2.17221  -1.757
C -1.34934 2.64337 3.91865  -1.574
C -2.42220 -1.01130 2.22606  1.270
C -3.53670 -0.73335 1.21335  -1.497
C -2.88749 -0.73141 3.66509  -1.638
C -2.12398 -2.51525 2.13681  -2.130
H 0.25121 -1.93625 1.88294  0.894
H 1.10373 2.30216 1.75877  0.314
H 2.46397 -2.34764 1.36272  0.333
H 4.04806 -1.65896 1.05787  0.586
H 2.73245 -1.32765 -0.07835  0.007
H 2.43528 -1.31605 3.66364  0.369
H 2.71766 0.41994 3.88240  0.331
H 4.03856 -0.63278 3.36979  0.482
H 3.19599 1.22434 0.24372  0.162
H 4.51964 0.72375 1.30163  0.473
H 3.32439 1.86237 1.89760  0.388
H -1.02836 3.62641 0.60695  0.295
H -0.03413 3.98594 2.02138  0.409
H -1.67152 4.59675 1.93373  0.444
H -3.38631 2.42235 1.11732  0.182
H -3.52338 3.42775 2.54839  0.576
H -3.62886 1.68761 2.70328  0.274
H -0.28381 2.74418 4.12573  0.331
H -1.73282 1.79417 4.48207  0.311
H -1.85409 3.54251 4.27361  0.465
H -3.80082 0.31389 1.12974  0.127
H -4.42952 -1.28123 1.51788  0.566
H -3.24522 -1.09350 0.22312  0.171
H -3.23553 0.28672 3.81550  0.206
H -2.08550 -0.92756 4.37950  0.334
H -3.71602 -1.39951 3.90387  0.524
H -1.72155 -2.79210 1.16077  0.319
H -3.05885 -3.05830 2.27452  0.528
H -1.43954 -2.84778 2.91894  0.351
I -2.08469 1.55194 -1.32240  0.339
C -2.21570 -0.04907 -2.64979  0.531
C -3.02034 0.05933 -3.74307  -0.716
C -3.12572 -1.04071 -4.62022  -0.795
C -2.43716 -2.18827 -4.35900  -1.024
C -1.59724 -2.30509 -3.22421  0.852
C -0.88639 -3.50249 -2.96980  -1.042
C -0.06919 -3.60410 -1.88644  -1.253
C 0.08868 -2.50725 -1.00616  0.141
C -0.59532 -1.34529 -1.21386  0.743
C -1.46336 -1.20569 -2.33328  1.042
H -3.57107 0.96752 -3.94619  0.478
H -3.75773 -0.96204 -5.49371  0.417
H -2.51827 -3.03860 -5.02393  0.438
H -1.00232 -4.33115 -3.65628  0.428
H 0.47964 -4.51628 -1.69312  0.496
H 0.78486 -2.60843 -0.18778  0.229
Cl 5.87019 0.14835 -6.16044  -0.200
C 4.63434 0.46373 -4.98814  0.431
C 4.15785 -0.57910 -4.20702  -0.997
C 3.17451 -0.31964 -3.26797  0.025
C 2.66563 0.96615 -3.11906  0.354
C 3.14824 1.99713 -3.91856  -0.400
C 4.13945 1.75255 -4.85224  -0.744
C 1.58940 1.27507 -2.12710  -0.115
O 0.97160 2.32453 -2.14043  -0.629
O 1.42782 0.32225 -1.24267  0.333
H 4.55578 -1.57523 -4.33899  0.424
H 2.78911 -1.12116 -2.65041  0.338
H 2.73561 2.98941 -3.79934  0.476
H 4.52751 2.54640 -5.47456  0.431

Total charge: +1
E_LUMO: -0.183 Eh
HOMO-LUMO gap: 6.0 eV

We obtain DFT total energy values of -111.831025 -573.848291 -1521.161366 -2355.000578 hartree for the records listed above, in that order.